{"formula": "C8H18N4O2P", "method": "ωB97M-V/def2-TZVPD", "species": ["P", "O", "O", "N", "N", "N", "N", "C", "C", "C", "C", "C", "C", "C", "C", "H", "H", "H", "H", "H", "H", "H", "H", "H", "H", "H", "H", "H", "H", "H", "H", "H", "H"], "positions_angstrom": [[-2.689, -1.797, -0.176], [-1.802, -0.766, 0.815], [-1.337, -2.540, -0.762], [0.972, 0.302, 0.729], [-1.720, 1.620, 0.390], [-0.968, 1.759, 1.644], [-3.117, 0.156, -2.303], [-0.993, 2.402, -0.583], [-2.696, -0.230, -1.040], [2.760, -1.214, 1.235], [0.538, 0.586, -0.468], [1.282, -1.017, 1.265], [-1.930, 0.346, -0.057], [3.341, -1.805, -0.084], [0.452, 2.013, -0.859], [-0.979, 3.353, 0.054], [0.934, -1.071, 2.359], [-1.157, 0.747, 2.129], [0.285, -0.385, -1.008], [-1.417, 2.450, 2.143], [1.156, 2.595, -0.336], [4.467, -1.880, -0.050], [0.863, 1.139, 1.299], [-1.612, 2.610, -1.526], [0.747, 1.960, -1.939], [-3.348, -0.665, -2.854], [3.090, -1.055, -0.847], [2.704, -2.760, -0.145], [2.939, -2.076, 2.000], [3.367, -0.436, 1.657], [-3.688, 0.962, -2.542], [-1.332, -3.515, -0.856], [0.887, -1.787, 0.717]], "atomic_forces_ev_per_a": [[0.577, -0.301, 0.029], [0.697, 1.062, 1.587], [0.023, -0.789, -0.466], [-1.020, 0.500, -1.938], [1.000, 0.330, 0.193], [0.042, -5.492, -0.296], [-0.009, -0.721, -0.430], [-1.696, 4.085, -0.111], [0.770, 1.394, -1.246], [2.302, -3.258, 1.773], [1.379, -3.207, 1.299], [0.897, 2.110, 3.104], [-2.520, -2.726, 0.169], [-1.184, 0.509, 0.952], [-0.718, -2.390, -2.127], [0.252, -0.508, -1.830], [0.185, 0.209, -1.742], [0.400, 3.283, -0.927], [0.423, 1.833, -0.247], [-1.476, 1.618, 1.521], [0.824, 0.640, 0.718], [-1.444, -0.459, 0.012], [0.672, -0.161, 0.906], [0.880, -0.556, 1.442], [-0.559, 0.723, 0.715], [-0.072, 0.574, -0.139], [0.073, -0.643, -0.459], [1.640, 1.096, -0.838], [-0.299, 1.390, -1.008], [-0.028, 0.851, 0.000], [0.116, -0.256, 0.656], [-0.385, 0.819, 0.207], [-1.743, -1.559, -1.482]], "nbo_charge": [1.374, -0.809, -1.008, -0.453, -0.296, -0.703, -0.827, -0.228, -0.283, -0.412, 0.275, -0.239, 0.363, -0.610, -0.521, 0.233, 0.235, 0.402, 0.270, 0.382, 0.248, 0.247, 0.453, 0.248, 0.272, 0.390, 0.193, 0.214, 0.218, 0.221, 0.401, 0.520, 0.232], "de_lowest_ev": 0.6974, "charge": 1, "smiles": "CCC/[NH+]=C/CCN(N)[C@@]12O[P@@]1(O)=C2N", "homo_lumo_gap_ha": 0.2589}